{
  "formula": "C15H20N2O3",
  "method": "ωB97M-V/def2-TZVPD",
  "elements": ["C", "C", "O", "C", "C", "O", "C", "N", "C", "C", "C", "C", "C", "C", "N", "O", "C", "C", "C", "C", "H", "H", "H", "H", "H", "H", "H", "H", "H", "H", "H", "H", "H", "H", "H", "H", "H", "H", "H", "H"],
  "positions_angstrom": [[-2.4070, -2.6059, -2.2806], [-3.2114, -3.2389, -0.9878], [-2.2552, -3.5048, 0.1142], [-2.6313, -2.7666, 1.3399], [-1.5879, -3.0575, 2.6141], [-1.5733, -1.8925, 3.5208], [-0.1641, -1.5056, 3.8577], [0.3611, -0.5392, 2.7752], [-0.4200, 0.7318, 2.3935], [0.0944, 1.7751, 1.1949], [1.5100, 1.4400, 0.3754], [1.9401, 2.4715, -0.8242], [0.9155, 2.5280, -2.1402], [1.2409, 3.4923, -3.4262], [2.5065, 4.3445, -3.4147], [2.7223, 5.0902, -4.5451], [3.5027, 4.3538, -2.2390], [3.2791, 3.4166, -0.8721], [2.3208, 0.0973, 0.8524], [1.6887, -0.8525, 2.0667], [-1.2892, -2.4426, -1.9369], [-2.8885, -1.6151, -2.6935], [-2.3748, -3.3760, -3.1722], [-4.0814, -2.5024, -0.6795], [-3.7251, -4.2358, -1.3846], [-3.7111, -3.1447, 1.6352], [-2.6700, -1.6102, 1.1636], [-0.5262, -3.3980, 2.2534], [-2.0765, -3.9839, 3.1871], [0.5052, -2.4751, 3.9430], [-0.1673, -0.9669, 4.9217], [-1.4389, 0.9833, 2.9616], [-0.5030, 2.7381, 0.9026], [-0.0765, 1.8688, -2.1650], [0.4850, 3.4973, -4.3332], [2.5963, 4.4230, -5.3090], [4.4380, 5.0645, -2.3899], [4.0471, 3.4114, 0.0109], [3.3339, -0.1785, 0.3348], [2.2911, -1.8348, 2.3752]],
  "mulliken_charge": [-0.7349, -0.3090, -0.3772, -0.3518, -0.2846, -0.3287, -0.5729, 0.2530, -0.1397, -0.4727, 0.3034, 0.2901, -0.3540, -0.2463, 0.2523, -0.3570, -0.1662, -0.4030, -0.5136, 0.0482, 0.2057, 0.2244, 0.2492, 0.2916, 0.2975, 0.2885, 0.2386, 0.2547, 0.2845, 0.3760, 0.2915, 0.4027, 0.3811, 0.3661, 0.4008, 0.4109, 0.3928, 0.3803, 0.3653, 0.3622],
  "gap_ha": 0.2072,
  "e_lumo_ev": -8.443,
  "fmax_ev_per_a": 5.6,
  "charge": 2,
  "e_tot_ev": -24966.7202,
  "e_homo_ev": -14.08
}